1.
Entry from OMol25: a structure of composition C28H27BClN7O2S3V in a non-equilibrium geometry (the ωB97M-V functional and the def2-TZVPD basis).

Its gap between HOMO and LUMO (alpha / beta) is 6.07 / 6.08 eV. The total charge is +1. The LUMO energy (alpha / beta) is -0.1768 / -0.1765 Ha. The calculation puts the highest occupied orbital energy (alpha / beta) at -10.883 / -10.884 eV. The calculation puts the max |F| at 3.11 eV/A. Its total energy is -115385.401 eV.

Positions of all 70 atoms, in Å:
V: 0.27 -0.09 0.23
B: -1.66 2.47 1.34
N: -2.23 1.12 0.87
C: -3.53 0.94 0.66
C: -3.75 -0.39 0.31
C: -2.49 -0.96 0.33
N: -1.59 -0.03 0.67
N: -0.13 2.57 1.18
C: 0.50 3.73 1.35
C: 1.86 3.51 1.23
C: 1.98 2.16 0.97
N: 0.75 1.61 0.95
H: -2.15 3.32 0.67
H: -1.90 2.57 2.51
H: -4.22 1.74 0.80
H: -4.69 -0.85 0.08
H: -2.20 -1.98 0.10
H: -0.04 4.63 1.55
H: 2.64 4.25 1.30
H: 2.87 1.59 0.81
N: -5.41 0.61 -5.14
C: -4.20 0.74 -4.55
C: -4.07 1.36 -3.29
C: -2.84 1.45 -2.68
C: -1.71 0.94 -3.31
C: -1.81 0.36 -4.57
C: -3.04 0.26 -5.18
S: -0.16 0.94 -2.48
O: 0.95 0.77 -3.37
O: -0.09 1.99 -1.50
N: -0.19 -0.41 -1.50
C: -0.03 -1.65 -1.94
S: 0.15 -2.11 -3.62
C: 0.32 -3.74 -3.09
C: 0.26 -3.82 -1.73
N: 0.06 -2.65 -1.09
H: -6.24 0.98 -4.70
H: -5.50 0.15 -6.03
H: -4.94 1.77 -2.81
H: -2.73 1.94 -1.72
H: -0.92 0.02 -5.07
H: -3.12 -0.18 -6.17
H: 0.45 -4.54 -3.79
H: 0.39 -4.71 -1.14
Cl: 0.44 2.62 6.22
C: 0.39 1.38 5.02
C: -0.83 0.81 4.67
C: -0.88 -0.13 3.67
C: 0.29 -0.54 2.99
C: 0.22 -1.48 1.87
C: 1.51 0.01 3.42
C: 1.56 0.96 4.42
H: -1.73 1.12 5.17
H: -1.83 -0.59 3.42
H: -0.71 -2.05 1.88
H: 1.07 -2.15 1.81
H: 2.44 -0.31 2.97
H: 2.50 1.39 4.73
S: 2.31 -0.75 -0.14
C: 3.78 -1.51 0.47
C: 3.90 -2.15 1.70
C: 5.15 -2.59 2.12
C: 6.26 -2.41 1.32
C: 6.13 -1.84 0.06
C: 4.89 -1.40 -0.37
H: 3.05 -2.31 2.34
H: 5.24 -3.07 3.08
H: 7.24 -2.72 1.67
H: 6.98 -1.74 -0.59
H: 4.77 -0.94 -1.34

2.
Entry from OMol25: an isolated molecule of C4H7N3O in a non-equilibrium geometry (the ωB97M-V functional and the def2-TZVPD basis).

Its gap between HOMO and LUMO is 10.26 eV. The total charge is 0. Its SMILES is CN(N)C(=O)CC#N. The LUMO energy is 0.0169 Ha. The value obtained for the relative energy (zero: lowest compared OMol25 entry of this formula, charge and spin) is 242.03 kJ/mol. The calculation puts the highest occupied orbital energy at -9.798 eV. The calculation puts the max |F| at 4.69 eV/A. Its total energy is -10777.239 eV.

Positions of all 15 atoms, in Å:
C: -1.21 -0.78 0.62
C: 0.42 0.41 -1.75
N: 0.82 -0.12 -0.45
C: -0.15 0.24 0.70
N: 2.16 0.20 -0.14
C: -2.31 -0.48 1.74
O: 0.14 1.07 1.54
N: -3.03 -0.11 2.58
H: 2.17 1.03 0.46
H: 2.55 -0.56 0.42
H: -0.79 -1.76 0.86
H: -1.73 -0.79 -0.33
H: 0.34 1.50 -1.69
H: -0.54 0.00 -2.05
H: 1.17 0.14 -2.51

3.
Entry from OMol25: a structure of composition C14H44AsF6O8 in a non-equilibrium geometry (the ωB97M-V functional and the def2-TZVPD basis).

Its gap between HOMO and LUMO is 9.85 eV. The total charge is -1. The LUMO energy is 0.0885 Ha. The value obtained for the relative energy (zero: lowest compared OMol25 entry of this formula, charge and spin) is 63.84 kJ/mol. The calculation puts the highest occupied orbital energy at -7.447 eV. The calculation puts the max |F| at 2.54 eV/A. Its total energy is -108758.883 eV.

Positions of all 73 atoms, in Å:
As: -0.16 0.23 -0.05
F: 1.15 0.96 -1.09
F: 0.38 1.33 1.26
F: -1.32 -0.46 1.12
F: -0.67 -0.81 -1.37
F: 1.05 -0.98 0.52
F: -1.43 1.40 -0.62
C: 1.82 -4.58 -4.13
C: 0.85 -3.50 -3.60
C: -0.56 -4.06 -3.27
O: 1.35 -2.92 -2.46
H: 2.84 -4.20 -4.22
H: 1.57 -4.81 -5.16
H: 1.88 -5.49 -3.54
H: 0.68 -2.81 -4.43
H: -0.51 -4.92 -2.60
H: -1.05 -4.44 -4.17
H: -1.21 -3.29 -2.86
H: 0.64 -2.43 -2.05
C: 2.89 4.01 0.54
C: 3.69 3.60 1.79
C: 3.12 2.35 2.46
O: 5.06 3.45 1.59
H: 3.52 4.75 0.04
H: 1.88 4.37 0.72
H: 2.87 3.16 -0.14
H: 3.61 4.40 2.53
H: 3.69 2.26 3.39
H: 3.32 1.45 1.88
H: 2.07 2.45 2.70
H: 5.53 3.27 2.41
C: -1.18 -5.14 2.25
C: -0.82 -3.78 1.65
C: -0.96 -3.86 0.15
O: -1.76 -2.88 2.17
H: -0.46 -5.91 1.97
H: -2.17 -5.50 1.97
H: -1.11 -5.19 3.34
H: 0.20 -3.48 1.91
H: -0.62 -2.93 -0.30
H: -1.97 -3.98 -0.24
H: -0.40 -4.65 -0.36
H: -1.68 -2.07 1.67
C: -1.60 3.31 2.92
O: -0.51 3.62 2.10
H: -1.82 2.24 2.89
H: -1.39 3.52 3.97
H: -2.51 3.86 2.69
H: -0.31 2.78 1.67
C: -3.36 3.69 0.06
O: -4.64 3.55 -0.55
H: -3.31 4.59 0.67
H: -3.29 2.84 0.74
H: -2.48 3.59 -0.57
H: -5.28 3.32 0.12
C: -4.23 0.45 -2.54
O: -3.00 -0.16 -3.01
H: -3.88 1.20 -1.83
H: -4.76 0.90 -3.38
H: -4.87 -0.31 -2.09
H: -2.38 -0.24 -2.28
C: 1.11 -1.09 4.12
O: 1.99 -1.47 3.09
H: 0.07 -1.33 3.89
H: 1.36 -1.75 4.95
H: 1.26 -0.08 4.50
H: 1.70 -1.11 2.25
C: 2.03 3.46 -3.08
O: 0.67 3.34 -2.84
H: 2.60 3.59 -2.16
H: 2.36 2.53 -3.53
H: 2.31 4.29 -3.74
H: 0.57 2.49 -2.40